A molecular structure, C34H58N13O2Re at a distorted geometry, computed with the ωB97M-V functional and the def2-TZVPD basis.

Last column: Löwdin spin population.
Element x y z (Å)
Re 0.064 -0.189 -0.698  0.81
O 3.608 1.057 4.254  0.00
O 0.281 -0.234 1.433  0.06
N 1.217 -0.198 -4.896  0.01
N 2.940 -0.044 0.876  0.01
N -4.014 -1.918 -0.227  0.00
N 2.257 -0.648 -0.081  0.00
N 0.552 -2.043 -1.572  0.00
N -1.492 2.076 -1.476  0.04
N 2.506 0.256 -3.023  0.01
N 0.187 0.270 -2.821  0.01
N -2.035 -0.643 -0.420  -0.01
N 0.202 2.907 3.203  0.00
N -1.978 -2.975 -0.044  0.00
N 1.096 0.063 3.520  0.00
N -0.444 2.124 1.058  0.00
C 1.586 2.279 7.042  0.00
C 2.637 -1.822 -0.483  -0.01
C -0.886 -3.122 0.892  0.00
C 2.143 0.363 -5.864  0.00
C 0.945 0.635 2.204  0.01
C 2.232 -3.713 -2.017  0.00
C 0.168 2.017 2.163  0.01
C -4.683 -2.740 0.764  0.00
C -1.010 0.766 -3.490  0.00
C 1.275 0.116 -3.586  0.01
C 2.346 1.061 1.545  0.00
C 2.844 1.431 -2.242  0.00
C 1.379 -4.384 -2.864  0.01
C 0.178 1.010 5.573  0.00
C 2.517 1.315 5.052  0.00
C -2.657 -1.814 -0.238  0.00
C -1.154 3.308 0.658  0.00
C -0.263 -2.708 -2.398  0.01
C -1.038 3.443 3.730  0.00
C 0.101 -3.863 -3.058  0.00
C 0.253 -1.104 -5.483  0.00
C -1.150 3.360 -0.867  0.00
C -4.915 -1.324 -1.193  0.00
C -1.327 2.152 -2.922  0.00
C 0.341 1.747 6.727  0.00
C -2.782 0.543 -0.017  0.00
C -2.516 -4.247 -0.481  0.00
C 1.248 0.836 4.690  0.00
C 3.656 -0.473 -3.518  0.00
C 0.483 -1.233 3.733  0.00
C 2.672 2.054 6.212  0.00
C -2.831 1.606 -1.116  0.00
C 1.802 -2.537 -1.389  0.01
C 1.373 3.705 3.502  0.00
H -0.495 1.900 7.391  0.00
H -0.995 3.402 4.820  0.00
H -0.401 -1.511 -4.717  0.00
H 1.423 3.900 4.572  0.00
H -3.988 -3.039 1.543  0.00
H -1.701 -4.825 -0.920  0.00
H 0.902 -1.943 3.018  0.00
H 2.122 1.835 0.804  0.00
H -2.924 -4.834 0.344  0.00
H -0.782 0.586 5.323  0.00
H 3.337 -1.359 -4.061  0.00
H -0.699 4.225 1.048  0.00
H -0.146 3.631 -1.204  0.00
H 1.561 0.720 -6.714  0.00
H -3.798 0.294 0.288  0.00
H 3.657 2.414 6.466  0.00
H -5.152 -3.622 0.327  0.00
H -0.341 -0.608 -6.253  0.00
H -5.601 -0.611 -0.729  0.00
H -2.252 0.949 0.848  0.00
H 2.679 1.207 -5.443  0.00
H -2.182 3.265 1.028  0.00
H -3.461 2.438 -0.783  0.00
H 2.284 3.207 3.190  0.00
H 3.569 1.170 -1.471  0.00
H 3.756 0.106 4.203  0.00
H 0.791 -1.925 -5.964  0.00
H -3.283 -4.110 -1.236  0.00
H 2.852 -0.377 -6.240  0.00
H 0.714 -1.562 4.743  0.00
H -0.603 -1.217 3.593  0.00
H -1.239 -3.643 1.789  0.00
H -1.884 2.847 3.394  0.00
H -3.301 1.171 -2.001  0.00
H 3.232 -4.072 -1.831  0.00
H -0.860 0.880 -4.564  0.00
H 4.252 -0.791 -2.661  0.00
H -4.360 -0.832 -1.987  0.00
H -5.471 -2.142 1.228  0.00
H -0.089 -3.726 0.455  0.00
H 3.303 2.189 -2.888  0.00
H 3.534 -2.288 -0.089  0.00
H 1.718 2.838 7.955  0.00
H 3.042 1.431 2.296  0.00
H 1.695 -5.288 -3.361  0.00
H -1.192 4.485 3.438  0.00
H 1.313 4.669 2.986  0.00
H -2.225 2.553 -3.408  0.00
H -0.502 -2.150 1.182  0.00
H -1.850 0.087 -3.315  0.00
H -5.523 -2.120 -1.632  0.00
H 4.302 0.134 -4.157  0.00
H -0.495 2.820 -3.152  0.00
H -1.251 -2.296 -2.537  0.00
H -1.844 4.144 -1.200  0.00
H -0.603 -4.350 -3.712  0.00
H 3.595 -0.620 1.405  0.00
H 1.944 1.844 -1.788  0.00

Results
- net charge = +3
- gap between HOMO and LUMO (spin up / spin down) (eV) = 3.892 / 4.201
- LUMO level (spin up / spin down) (eV) = -10.32 / -10.00
- DFT total energy (Ha) = -2269.95797
- spin multiplicity = 2
- ⟨S²⟩ = 0.77

=====

A molecular structure, C19H35BrIrN2O4SSi, computed with the ωB97M-V functional and the def2-TZVPD basis.

Last column: Löwdin spin population.
Element x y z (Å)
Ir 1.470 -1.103 0.336  0.01
Br 1.043 1.243 -0.316  0.27
S -1.153 0.627 -2.062  0.59
Si -0.784 -1.323 3.169  0.00
O 0.670 -2.133 -1.296  0.00
O 3.332 -1.176 -0.840  0.00
O 1.837 -3.053 0.867  0.00
O 2.939 -0.665 1.759  0.00
N -1.726 3.049 -1.104  0.00
N -2.349 2.634 -3.278  0.04
C -3.062 3.873 -3.451  0.00
C 3.401 -1.969 2.281  0.00
C 2.791 -1.095 -2.178  0.00
C -2.372 5.076 -3.389  0.00
C -1.781 2.240 -2.148  0.05
C 0.585 -0.618 4.232  0.00
C 4.057 0.064 1.144  0.00
C -5.109 5.024 -3.890  0.00
C 0.632 -3.802 0.572  0.00
C -2.368 -0.374 3.450  0.00
C 2.296 -3.002 2.239  0.00
C 0.252 -3.487 -0.882  0.00
C -4.426 3.833 -3.703  0.00
C -1.153 -3.110 3.633  0.00
C 1.740 -2.186 -2.330  0.00
C -3.071 6.262 -3.563  0.00
C -4.435 6.236 -3.813  0.00
C 4.109 -0.040 -0.404  0.00
C -0.361 -1.035 1.343  0.00
H 3.578 -1.282 -2.911  0.00
H -0.318 -3.811 3.669  0.00
H 0.820 0.400 3.910  0.00
H 5.142 -0.159 -0.731  0.00
H -4.945 2.884 -3.750  0.00
H 2.222 -3.158 -2.251  0.00
H -4.974 7.162 -3.957  0.00
H -2.260 0.681 3.190  0.00
H -1.299 5.083 -3.239  0.00
H 1.250 -2.096 -3.299  0.00
H 3.948 1.104 1.443  0.00
H 2.694 -3.978 2.520  0.00
H -0.141 -3.496 1.273  0.00
H -3.182 -0.785 2.849  0.00
H 1.515 -1.191 4.198  0.00
H -2.543 7.205 -3.520  0.00
H 4.967 -0.330 1.588  0.00
H -1.386 2.699 -0.224  0.00
H 0.734 -4.190 -1.554  0.00
H 4.238 -2.300 1.667  0.00
H 3.689 0.857 -0.856  0.00
H -1.922 -3.532 2.980  0.00
H 2.371 -0.101 -2.339  0.00
H -0.676 0.012 1.261  0.00
H 0.280 -0.569 5.279  0.00
H -1.582 -3.098 4.639  0.00
H 1.464 -2.733 2.886  0.00
H -1.100 -1.559 0.716  0.00
H 0.842 -4.866 0.683  0.00
H -2.670 -0.430 4.497  0.00
H 3.729 -1.805 3.306  0.00
H -2.364 1.966 -4.035  0.01
H -6.171 5.005 -4.093  0.00
H -0.824 -3.549 -1.022  0.00
H -2.130 3.974 -1.149  0.00

Results
- net charge = +2
- gap between HOMO and LUMO (spin up / spin down) (eV) = 8.872 / 6.408
- LUMO level (spin up / spin down) (eV) = -5.21 / -7.75
- DFT total energy (Ha) = -4520.89416
- spin multiplicity = 2
- ⟨S²⟩ = 0.75

=====

6 unconnected molecules or ions with the total composition C40H46BrF40N3O9S at a distorted geometry, computed with the ωB97M-V functional and the def2-TZVPD basis.

Last column: Löwdin charge in e.
Element x y z (Å)
Br -1.590 1.856 -0.564  0.59
S 2.357 2.917 -4.576  0.84
F 11.388 -2.469 -2.408  0.10
F -7.968 3.317 9.238  0.12
F -7.171 2.240 7.522  0.08
F 6.995 0.389 -0.396  0.09
F 10.358 -5.547 -1.614  0.09
F -9.819 -0.025 11.945  0.14
F 5.655 2.306 0.088  0.09
F 10.118 -7.602 -2.267  0.09
F 8.650 -1.713 -2.041  0.13
F -8.193 1.709 13.544  0.10
F 5.355 -3.682 -6.381  0.12
F 3.683 -3.449 -7.738  0.14
F 4.216 0.966 -1.178  0.11
F 5.758 -0.776 -6.633  0.09
F 6.117 0.226 2.043  0.12
F -8.625 3.316 1.731  0.08
F 4.163 -1.028 -2.022  0.13
F 6.567 0.444 -2.531  0.10
F -10.333 3.036 3.669  0.12
F 6.143 2.975 2.094  0.09
F 10.708 -4.193 -3.552  0.09
F -5.239 3.006 9.353  0.09
F 9.227 -3.570 -1.085  0.13
F 7.087 -2.393 -5.480  0.09
F -7.983 3.022 11.820  0.08
F -10.291 3.110 5.845  0.10
F 3.895 -1.433 -5.716  0.08
F -7.763 6.716 2.336  0.14
F 7.852 -1.342 -8.063  0.12
F 8.848 -5.938 -4.050  0.11
F 9.275 -2.984 -8.215  0.10
F -7.456 2.748 3.736  0.08
F 7.458 -7.150 -2.892  0.10
F 9.169 -1.828 -5.699  0.08
F -6.938 4.395 0.875  0.09
F 4.470 1.062 3.197  0.10
F -7.098 5.053 3.554  0.12
F -8.592 1.210 4.761  0.09
F -7.750 0.130 11.320  0.12
F -6.157 1.789 10.896  0.09
O 7.970 -3.619 -2.967  0.01
O -9.365 1.177 10.128  0.04
O -0.101 -3.207 -1.144  -0.12
O 2.688 5.076 -2.762  -0.11
O 0.254 -2.328 1.167  -0.06
O -9.307 5.527 3.410  0.03
O -3.808 -0.843 -3.408  -0.18
O 5.717 -2.949 -8.491  0.03
O 4.473 -0.832 0.172  0.02
N 0.318 5.465 -1.941  -0.03
N -4.483 1.230 -0.234  -0.10
N 0.250 4.373 -2.834  -0.02
C -4.628 0.981 -1.718  -0.20
C 6.299 -0.233 -1.382  -0.27
C -8.412 1.002 9.074  -0.05
C 8.076 -2.621 -7.652  -0.42
C -9.314 4.903 4.699  -0.05
C 0.055 -0.711 -3.862  -0.20
C 4.858 -2.881 -7.354  -0.47
C -2.432 -1.256 -3.091  -0.30
C 10.345 -2.954 -3.133  -0.26
C -8.074 5.442 2.698  -0.48
C 1.793 5.902 -1.891  -0.05
C -8.162 4.559 1.445  -0.26
C -8.900 0.838 11.434  -0.48
C 1.947 1.141 -4.124  -0.47
C -3.111 0.882 0.296  -0.70
C -1.521 -2.832 -1.064  -0.19
C -7.395 2.137 8.873  -0.41
C 4.956 0.927 1.920  -0.42
C 4.792 -0.257 -1.094  -0.47
C 9.058 -2.986 -2.296  -0.46
C 7.000 -3.538 -8.255  -0.05
C 8.349 -6.110 -2.794  -0.42
C 4.602 -1.444 -6.878  -0.26
C -6.048 1.930 9.559  -0.29
C 7.541 -4.862 -2.400  -0.05
C -1.425 -1.156 -4.413  -0.13
C 0.395 0.748 -4.604  -0.24
C -4.598 -0.603 -2.160  -0.16
C 0.691 -2.552 -0.080  -0.13
C 8.224 -2.706 -6.135  -0.28
C 9.439 -6.515 -1.806  -0.29
C -2.284 -2.789 -2.526  -0.09
C -8.279 2.535 4.784  -0.29
C -8.767 2.055 12.360  -0.26
C 1.671 4.143 -3.336  -0.46
C -4.267 0.565 2.782  -0.14
C 5.199 2.324 1.358  -0.29
C 3.938 0.077 1.140  -0.05
C -3.074 1.297 1.915  -0.28
C -9.546 3.384 4.725  -0.42
H -1.309 -2.179 -4.984  0.12
H 6.694 -1.248 -1.481  0.15
H 7.391 -4.786 -1.317  0.15
H -7.934 0.015 9.116  0.15
H -3.869 1.560 -2.397  0.10
H 8.539 -3.707 -5.827  0.17
H 10.219 -2.325 -4.018  0.15
H 3.121 0.680 0.725  0.15
H -4.291 -1.308 -1.275  0.12
H -2.964 -0.299 0.285  0.11
H 1.784 -2.219 -0.336  0.15
H -1.695 -3.514 -3.238  0.13
H 3.449 -0.573 1.877  0.15
H 6.532 -5.007 -2.805  0.15
H -10.173 5.356 5.211  0.15
H -4.229 -0.605 2.746  0.08
H -1.984 1.095 2.355  0.11
H -8.830 5.002 0.701  0.18
H 2.183 6.826 -1.243  0.14
H -8.449 5.205 5.302  0.15
H -3.194 2.481 1.933  0.11
H 2.696 0.462 -4.718  0.08
H -4.088 0.882 3.919  0.08
H -2.120 -3.572 -0.360  0.14
H -5.299 1.030 2.473  0.07
H 4.041 -0.879 -7.626  0.18
H 6.918 -4.494 -7.723  0.15
H 0.932 -1.434 -4.225  0.12
H 4.286 2.926 1.391  0.18
H -1.596 -1.749 -0.606  0.10
H -5.715 -0.906 -2.451  0.14
H -3.386 -3.207 -2.340  0.13
H -4.808 2.178 0.056  0.11
H 0.151 -0.644 -2.696  0.10
H 0.390 0.530 -5.760  0.12
H 9.010 -6.784 -0.837  0.18
H -1.822 -0.315 -5.141  0.12
H -7.722 2.724 5.707  0.15
H -9.746 2.495 12.569  0.18
H -5.533 1.052 9.157  0.18
H -5.706 1.387 -2.018  0.13
H 2.048 0.954 -2.953  0.09
H -9.023 0.969 8.164  0.15
H 7.355 -3.815 -9.256  0.15
H -2.008 -0.467 -2.320  0.10
H -0.393 1.575 -4.315  0.12

Results
- gap between HOMO and LUMO (eV) = 8.603
- LUMO level (eV) = -0.23
- DFT total energy (Ha) = -9359.59901
- SMILES = CC[C@H](Br)NCCO[C@H](CCCCSc1nnco1)CCOC=O.FC(F)C(F)(F)COC(F)(F)C(F)F.FC(F)C(F)(F)COC(F)(F)C(F)F.FC(F)C(F)(F)COC(F)(F)C(F)F.FC(F)C(F)(F)COC(F)(F)C(F)F.FC(F)C(F)(F)COC(F)(F)C(F)F

=====

C3H7NO2 in the gas phase at a distorted geometry, computed with the ωB97M-V functional and the def2-TZVPD basis.

Last column: natural (NBO) charge in e.
Element x y z (Å)
O 1.061 -1.717 1.182  -0.62
O -0.867 -2.680 0.662  -0.70
N -0.606 -0.449 0.138  -0.65
C -0.005 -1.629 0.666  0.88
C -0.107 1.963 -0.544  -0.64
C 0.479 0.549 -0.223  -0.23
H -1.183 2.098 -0.844  0.22
H 1.197 0.192 -0.897  0.19
H 0.614 2.450 -1.267  0.21
H -1.311 -0.591 -0.574  0.39
H 1.110 0.665 0.700  0.22
H -0.104 2.636 0.301  0.22
H -0.278 -3.487 0.701  0.50

Results
- gap between HOMO and LUMO (eV) = 10.860
- LUMO level (eV) = 0.74
- DFT total energy (Ha) = -323.75119
- SMILES = CCNC(=O)O

=====

C4H8N2O3 in the gas phase at a distorted geometry, computed with the ωB97M-V functional and the def2-TZVPD basis.

Last column: natural (NBO) charge in e.
Element x y z (Å)
O -1.914 0.758 -0.149  -0.69
O 2.014 1.772 0.146  -0.71
O 0.230 -0.009 1.532  -0.71
N 1.870 -2.124 -0.587  -0.30
N -1.706 -1.553 -0.095  -0.84
C 1.230 -1.234 -0.257  0.23
C 0.925 1.189 -0.521  -0.08
C 0.412 -0.121 0.143  0.06
C -1.154 -0.312 -0.543  0.29
H 1.097 0.110 1.938  0.49
H -2.108 0.656 0.795  0.48
H 1.688 2.283 0.897  0.47
H -1.667 -1.610 0.920  0.36
H -1.208 -2.349 -0.476  0.38
H -1.048 -0.295 -1.625  0.18
H 0.079 1.886 -0.583  0.20
H 1.260 0.952 -1.535  0.19

Results
- gap between HOMO and LUMO (eV) = 9.974
- LUMO level (eV) = 0.31
- DFT total energy (Ha) = -492.41549
- SMILES = N#C[C@@](O)(CO)[C@@H](N)O

=====

A molecular structure, C12H27O3ReSSbSe4Si, computed with the ωB97M-V functional and the def2-TZVPD basis.

Last column: natural (NBO) charge in e.
Element x y z (Å)
Re -0.309 2.254 1.647  0.40
Sb -1.623 5.534 4.230  1.02
Se -3.750 4.811 4.577  -0.05
Se -1.082 4.187 0.947  0.28
Se 0.310 6.731 4.211  -0.02
Se -0.002 2.410 3.820  0.28
S 1.616 2.009 0.772  0.05
Si 0.407 -0.028 0.045  2.39
O 1.016 -1.156 0.936  -1.00
O -0.991 0.554 0.855  -1.01
O 0.239 0.056 -1.492  -1.02
C 0.673 0.638 -2.835  0.34
C -3.243 0.767 1.863  -0.70
C 2.183 0.595 -2.859  -0.65
C -2.206 -1.516 1.584  -0.68
C -2.496 -0.180 0.968  0.43
C 0.040 -0.278 -3.856  -0.64
C 0.114 2.043 -2.878  -0.64
C 2.077 -2.245 0.711  0.33
C 2.036 -3.048 1.990  -0.64
C 3.383 -1.508 0.515  -0.65
C -2.983 -0.208 -0.451  -0.68
C 1.644 -3.036 -0.501  -0.65
H 1.064 -3.519 2.127  0.23
H -3.052 0.793 -0.877  0.24
H -3.351 1.757 1.412  0.23
H -4.256 0.376 1.987  0.30
H 2.787 -3.837 1.933  0.26
H 2.267 -2.423 2.851  0.23
H 3.359 -0.896 -0.392  0.21
H -3.164 -2.017 1.743  0.29
H 4.194 -2.227 0.396  0.27
H 0.555 2.670 -2.099  0.20
H -1.710 -1.421 2.548  0.24
H 1.619 -2.414 -1.398  0.21
H -2.807 0.817 2.863  0.23
H 0.305 0.070 -4.855  0.26
H 0.361 2.494 -3.839  0.27
H 2.548 -0.429 -2.776  0.23
H 3.616 -0.886 1.379  0.23
H -1.614 -2.149 0.924  0.24
H -3.987 -0.640 -0.447  0.29
H 2.616 1.210 -2.065  0.20
H 0.404 -1.298 -3.746  0.23
H 2.361 -3.838 -0.676  0.27
H -2.360 -0.840 -1.083  0.25
H -0.972 2.033 -2.784  0.22
H -1.047 -0.269 -3.774  0.23
H 0.668 -3.496 -0.344  0.23
H 2.540 0.998 -3.807  0.27

Results
- net charge = +3
- gap between HOMO and LUMO (eV) = 5.975
- LUMO level (eV) = -12.60
- DFT total energy (Ha) = -11310.16149